ORCA calculation (ωB97M-V with the def2-TZVPD basis set) on a single C14H23N3O3 molecule.

The multiplicity is 1. The charge is 0. As for the HOMO-LUMO gap: 8.92 eV. For the energy above the lowest of the compared OMol25 structures with the same formula, charge and spin, the calculation gives 7.92 kJ/mol. The molar mass is 281.36 g mol⁻¹. For the HOMO energy, the calculation gives -0.307 hartree.

Structure (XYZ):
```
43
C14H23N3O3 (ωB97M-V with the def2-TZVPD basis set)
C 0.73 1.33 -7.03
C -0.43 0.96 -6.12
C 0.02 0.76 -4.67
C -1.14 0.39 -3.76
C -0.75 0.33 -2.28
C 0.22 -0.80 -1.97
O 0.42 -0.93 -0.56
C 1.33 -0.12 0.00
O 2.01 0.66 -0.62
C 1.36 -0.32 1.49
C 0.16 0.40 2.14
C 0.04 0.03 3.59
C -0.70 -1.03 4.04
C -1.50 -1.90 3.14
N -0.78 -1.36 5.36
C -0.11 -0.65 6.22
N -0.13 -1.01 7.53
N 0.64 0.42 5.86
C 0.79 0.83 4.52
O 1.49 1.80 4.28
H 1.19 2.26 -6.70
H 1.48 0.55 -7.03
H 0.38 1.47 -8.05
H -1.19 1.75 -6.16
H -0.90 0.04 -6.48
H 0.48 1.69 -4.31
H 0.78 -0.02 -4.65
H -1.93 1.13 -3.88
H -1.55 -0.58 -4.06
H -1.65 0.19 -1.68
H -0.29 1.28 -1.99
H -0.19 -1.76 -2.29
H 1.19 -0.62 -2.44
H 2.29 0.10 1.89
H 1.31 -1.38 1.71
H -0.75 0.13 1.60
H 0.32 1.48 2.06
H -0.90 -2.29 2.32
H -2.33 -1.34 2.70
H -1.91 -2.73 3.71
H 0.14 -0.35 8.23
H -0.80 -1.71 7.78
H 1.16 0.94 6.54
```

Atomic partial charges in e from the Mulliken method, atoms 1 to 8: number 1, C, carries -1.29; number 2, C, carries -0.38; number 3, C, carries -0.48; number 4, C, carries -0.87; number 5, C, carries -0.44; number 6, C, carries -0.61; number 7, O, carries -0.26; number 8, C, carries 0.59

=====

ORCA calculation (ωB97M-V with the def2-TZVPD basis set) on 2 unconnected molecules or ions with the total composition C14H23N3O3P.

The multiplicity is 1. The charge is +1. As for the HOMO-LUMO gap: 8.19 eV. The molar mass is 312.33 g mol⁻¹. For the HOMO energy, the calculation gives -0.444 hartree.

Structure (XYZ):
```
44
C14H23N3O3P (ωB97M-V with the def2-TZVPD basis set)
C 3.26 0.08 0.26
C 3.88 1.58 0.05
O 2.88 2.66 -0.10
C 1.77 2.27 -0.99
C 1.01 3.64 -1.57
O -0.05 3.17 -2.48
C -1.21 2.63 -1.71
C -1.51 1.07 -2.13
N -1.06 0.57 -3.50
C -1.42 -0.91 -3.58
C -2.19 -1.31 -2.15
N -2.20 -0.03 -1.30
P -2.87 0.08 0.36
C -4.49 1.10 0.42
O -3.31 -1.56 0.82
H 2.15 0.05 0.65
H 3.45 -0.53 -0.73
H 3.92 -0.43 1.12
H 4.50 1.85 1.03
H 4.61 1.57 -0.88
H 2.10 1.54 -1.87
H 1.00 1.66 -0.31
H 0.62 4.34 -0.73
H 1.76 4.28 -2.22
H -2.18 3.25 -1.95
H -0.99 2.68 -0.54
H -0.55 1.07 -4.26
H -1.20 -1.63 -4.49
H -2.63 -2.35 -1.86
H -4.59 1.86 -0.47
H -4.46 1.73 1.42
H -5.39 0.34 0.44
H -2.45 -2.08 0.67
N -0.18 -3.03 1.62
C 0.67 -4.05 1.84
C 1.45 -4.17 2.98
C 1.37 -3.18 3.95
C 0.51 -2.10 3.74
C -0.24 -2.07 2.58
H 0.70 -4.81 1.06
H 2.11 -5.02 3.11
H 1.97 -3.24 4.85
H 0.42 -1.31 4.48
H -0.93 -1.26 2.37
```

Atomic partial charges in e from the Mulliken method, atoms 1 to 8: number 1, C, carries -0.71; number 2, C, carries -0.27; number 3, O, carries -0.40; number 4, C, carries 0.15; number 5, C, carries -0.53; number 6, O, carries -0.41; number 7, C, carries -0.46; number 8, C, carries 0.09

=====

ORCA calculation (ωB97M-V with the def2-TZVPD basis set) on a molecular structure, C14H23N6OSV.

The multiplicity is 2. The charge is +1. As for the HOMO-LUMO gap (spin up / spin down): 6.70 / 6.07 eV. The molar mass is 374.39 g mol⁻¹. For the HOMO energy (spin up / spin down), the calculation gives -0.355 / -0.331 hartree.

Structure (XYZ):
```
46
C14H23N6OSV (ωB97M-V with the def2-TZVPD basis set)
V -0.18 -0.27 -0.68
N -4.21 -1.45 0.12
C -3.08 -0.74 -0.13
S -2.09 -1.27 -1.53
N -2.77 0.23 0.66
N -1.56 0.84 0.31
C -1.51 2.11 0.46
C -0.41 2.93 -0.02
C -0.26 4.22 0.50
C 0.70 5.08 0.05
C 1.54 4.67 -0.99
C 1.39 3.42 -1.55
C 0.42 2.52 -1.09
O 0.33 1.32 -1.67
H -4.59 -2.00 -0.63
H -4.86 -1.05 0.79
H -2.36 2.60 0.93
H -0.94 4.53 1.29
H 0.80 6.07 0.48
H 2.30 5.34 -1.38
H 2.02 3.12 -2.38
N 1.47 -0.49 -3.77
C 1.68 -1.06 -2.38
C 2.80 -0.26 -1.74
C 2.92 -0.53 -0.25
N 1.78 0.14 0.42
C 2.95 -2.03 0.01
C 1.84 -2.80 -0.71
N 0.53 -2.36 -0.15
C 1.90 -2.55 -2.23
H 1.06 0.45 -3.59
H 0.78 -1.03 -4.30
H 2.33 -0.40 -4.31
H 0.60 -0.99 -2.10
H 2.65 0.81 -1.91
H 3.74 -0.56 -2.22
H 3.87 -0.11 0.10
H 1.86 1.15 0.26
H 1.85 0.04 1.43
H 2.89 -2.23 1.09
H 3.91 -2.42 -0.32
H 1.99 -3.87 -0.54
H 0.58 -2.45 0.86
H -0.23 -2.97 -0.45
H 1.11 -3.12 -2.74
H 2.87 -2.88 -2.60
```

Atomic partial charges in e from the Mulliken method, atoms 1 to 8: number 1, V, carries -0.04; number 2, N, carries -0.43; number 3, C, carries 0.58; number 4, S, carries -0.56; number 5, N, carries -1.13; number 6, N, carries 0.60; number 7, C, carries -0.58; number 8, C, carries 0.54

=====

ORCA calculation (ωB97M-V with the def2-TZVPD basis set) on a single C14H23NO3 molecule.

The multiplicity is 1. The charge is 0. As for the HOMO-LUMO gap: 9.00 eV. For the energy above the lowest of the compared OMol25 structures with the same formula, charge and spin, the calculation gives 188.05 kJ/mol. The molar mass is 253.34 g mol⁻¹. For the HOMO energy, the calculation gives -0.301 hartree.

Structure (XYZ):
```
41
C14H23NO3 (ωB97M-V with the def2-TZVPD basis set)
C 1.10 2.11 -0.96
O 2.27 2.14 -0.17
C 3.04 1.01 -0.04
C 4.38 1.26 0.27
C 5.28 0.23 0.44
C 4.86 -1.07 0.30
C 3.53 -1.34 0.00
C 2.60 -0.32 -0.15
O 1.27 -0.54 -0.39
C 0.82 -1.87 -0.58
C -0.69 -1.85 -0.82
C -1.52 -1.81 0.46
C -1.42 -0.49 1.22
C -2.28 0.61 0.59
N -3.68 0.25 0.64
C -4.56 1.26 0.07
C -5.98 0.70 0.05
O -6.05 -0.50 -0.69
H 1.28 1.62 -1.92
H 0.28 1.61 -0.44
H 0.84 3.15 -1.13
H 4.68 2.29 0.36
H 6.31 0.45 0.68
H 5.55 -1.89 0.42
H 3.22 -2.37 -0.09
H 1.33 -2.30 -1.45
H 1.05 -2.48 0.30
H -0.95 -2.76 -1.37
H -0.93 -1.00 -1.45
H -1.19 -2.63 1.11
H -2.56 -1.99 0.21
H -1.76 -0.64 2.25
H -0.38 -0.16 1.26
H -2.01 0.74 -0.46
H -2.08 1.57 1.11
H -3.95 0.07 1.60
H -4.54 2.21 0.61
H -4.23 1.44 -0.96
H -6.33 0.53 1.08
H -6.67 1.41 -0.43
H -5.25 -0.99 -0.46
```

Atomic partial charges in e from the Mulliken method, atoms 1 to 8: number 1, C, carries -0.50; number 2, O, carries -0.50; number 3, C, carries 0.29; number 4, C, carries -0.41; number 5, C, carries -0.52; number 6, C, carries -0.77; number 7, C, carries -0.63; number 8, C, carries 0.91

=====

ORCA calculation (ωB97M-V with the def2-TZVPD basis set) on a single C14H23NO3S molecule.

The multiplicity is 1. The charge is 0. As for the HOMO-LUMO gap: 8.93 eV. For the energy above the lowest of the compared OMol25 structures with the same formula, charge and spin, the calculation gives 0.00 kJ/mol. The molar mass is 285.41 g mol⁻¹. For the HOMO energy, the calculation gives -0.311 hartree.

Structure (XYZ):
```
42
C14H23NO3S (ωB97M-V with the def2-TZVPD basis set)
C 3.06 1.87 0.26
C 3.47 1.86 -1.21
S 2.54 0.66 -2.22
C 0.86 1.41 -2.19
C -0.10 0.57 -3.01
C -0.31 -0.83 -2.39
N -1.16 -0.77 -1.24
C -0.77 -0.88 0.06
C 0.51 -0.82 0.48
C 0.90 -0.86 1.86
O 2.06 -0.75 2.22
C -0.22 -1.08 2.87
C -1.55 -0.47 2.42
C -2.65 -0.84 3.42
C -1.43 1.05 2.35
C -1.90 -1.04 1.04
C -0.97 -1.72 -3.44
O -2.13 -2.04 -3.38
O -0.18 -2.10 -4.45
H 3.11 0.88 0.69
H 2.05 2.26 0.38
H 3.74 2.53 0.81
H 3.34 2.84 -1.67
H 4.50 1.54 -1.32
H 0.95 2.42 -2.60
H 0.53 1.47 -1.15
H 0.30 0.48 -4.03
H -1.06 1.08 -3.06
H 0.67 -1.25 -2.12
H -2.13 -0.97 -1.45
H 1.33 -0.71 -0.22
H 0.10 -0.68 3.83
H -0.33 -2.17 2.98
H -2.41 -0.45 4.41
H -3.60 -0.42 3.11
H -2.75 -1.92 3.49
H -0.64 1.35 1.66
H -2.36 1.50 2.03
H -1.18 1.46 3.33
H -2.80 -0.55 0.66
H -2.12 -2.10 1.14
H 0.73 -1.80 -4.35
```

Atomic partial charges in e from the Mulliken method, atoms 1 to 8: number 1, C, carries -0.93; number 2, C, carries -0.43; number 3, S, carries -0.14; number 4, C, carries -0.16; number 5, C, carries -0.98; number 6, C, carries -0.34; number 7, N, carries -0.12; number 8, C, carries 0.54

=====

| no. | E_tot (eV) |
| --- | --- |
| 1 | -25505.94147 |
| 2 | -34778.11651 |
| 3 | -62397.64073 |
| 4 | -22522.69930 |
| 5 | -33360.12879 |